Formula: C39H38AlAs2N4O10Te
Source: OMol25
Level of theory: ωB97M-V with the def2-TZVPD basis set

The gap between HOMO and LUMO is 6.0 eV. As for the LUMO energy: -4.0 eV. For the electronic energy, the calculation gives -203058.1299 eV. The energy above the lowest of the compared OMol25 structures with the same formula, charge and spin is 0.0 kJ/mol.

The geometry in ORCA input format:
```
! RIJCOSX wB97M-V def2-TZVPD def2/J DEFGRID3
* xyz 1 1
Al 0.72250 0.15607 -0.18140
O -4.67515 3.25556 -1.53090
C -4.32833 3.45215 -0.35043
O -4.97483 3.62906 0.68203
C -2.89994 2.93333 -0.11332
C -1.93980 3.07180 -1.10382
C -0.73507 2.44423 -0.94283
N -0.48269 1.66184 0.11848
C -1.39151 1.53313 1.09173
C -2.59828 2.20165 1.03767
C -0.98381 0.53142 2.10132
C -1.61293 0.36137 3.31742
C -1.15148 -0.63372 4.16799
C -0.08394 -1.42143 3.77278
C 0.50448 -1.18633 2.54324
N 0.07010 -0.22710 1.72200
C 0.37997 2.44266 -1.90772
C 0.51599 3.36547 -2.92657
C 1.64143 3.30311 -3.73309
C 2.59005 2.32401 -3.49302
C 2.37643 1.42664 -2.46393
N 1.29071 1.47793 -1.68620
H -2.20768 3.61070 -2.00265
H -3.36214 2.12155 1.79757
H -2.44237 0.99775 3.59112
H -1.62570 -0.78851 5.12794
H 0.29727 -2.21341 4.40044
H 1.34160 -1.77020 2.18695
H -0.23640 4.12804 -3.06703
H 1.77892 4.02047 -4.53095
H 3.48945 2.24861 -4.08642
H 3.08221 0.63782 -2.24323
C 1.33786 -6.03230 -2.21894
C 1.50183 -5.79935 -0.71594
C 0.98510 -4.49208 -0.31473
N 0.60623 -3.44995 -0.01494
H 1.82129 -6.96530 -2.50176
H 1.79886 -5.22554 -2.78794
H 0.28271 -6.08464 -2.48399
H 2.54846 -5.84956 -0.41238
H 0.96258 -6.55379 -0.14222
Te 2.94732 -1.20287 -0.11276
C 4.23738 0.46553 0.08105
C 3.92499 1.52049 0.93466
C 4.77274 2.61531 1.03611
C 5.94560 2.65913 0.29625
C 6.26679 1.60419 -0.54581
C 5.41382 0.51424 -0.66057
H 3.02693 1.48571 1.54254
H 4.51922 3.42926 1.70307
H 6.61050 3.50818 0.38050
H 7.18514 1.62767 -1.11818
H 5.67209 -0.30049 -1.32643
C -6.70229 -0.67070 -1.95680
O -5.44186 -1.39548 -1.82520
C -4.77659 -1.21962 -0.70764
O -5.12734 -0.54632 0.23181
C -3.36154 -1.74385 -0.66666
C -2.57391 -1.94280 -1.76655
As -3.47479 -3.43093 -2.67244
C -2.28404 -3.92334 -4.15276
C -2.69723 -4.60249 -1.23593
C -2.41473 -4.24475 0.01880
As -2.64412 -2.49102 0.98456
C -4.33400 -2.93828 1.87276
C -1.92610 -5.20340 1.05192
O -1.93989 -4.92727 2.22916
O -1.39178 -6.32806 0.57109
C -1.01323 -7.29918 1.56285
C -2.67137 -6.03858 -1.67078
O -3.58797 -6.79060 -1.48559
O -1.56664 -6.34525 -2.36102
C -1.51063 -7.70738 -2.82156
C -1.12995 -1.72287 -1.73710
O -0.57977 -0.74447 -1.13516
O -0.43720 -2.47015 -2.54310
C 0.88191 -2.06172 -2.95579
H -7.10214 -0.99566 -2.91134
H -6.51070 0.39538 -1.95306
H -7.36242 -0.95277 -1.13971
H -2.30556 -3.10921 -4.87656
H -2.73977 -4.80089 -4.61137
H -1.27090 -4.14800 -3.84634
H -4.98268 -3.51977 1.22022
H -4.83209 -2.01847 2.16534
H -4.06737 -3.52887 2.74529
H -0.52772 -8.10180 1.01689
H -1.89916 -7.66920 2.07454
H -0.33720 -6.85533 2.29073
H -2.33478 -7.91129 -3.50197
H -1.57060 -8.39006 -1.97614
H -0.55796 -7.80610 -3.33202
H 1.32736 -2.94138 -3.40866
H 1.48227 -1.73908 -2.11074
H 0.77671 -1.26950 -3.69632
*
```